The following is a quantum chemistry calculation of a cluster of 6 separate species, C42H91BN2O20P in total, from the Open Molecules 2025 dataset.

Properties
Total charge = -1
Spin multiplicity = 1

```
157
Properties=species:S:1:pos:R:3:forces:R:3:mulliken_charge:R:1
C -1.383820 2.144738 1.111703 0.58 -1.43 -1.16 -2.11
H -2.887962 -3.257121 -0.872590 0.16 -0.04 -0.03 0.38
C -2.227884 4.341336 -1.173241 -0.87 -0.50 -0.26 -1.95
H -10.088445 1.678123 -1.461136 0.05 0.04 -0.04 0.35
H 6.101483 4.421347 -5.086181 0.02 0.03 0.02 0.32
O -1.430932 -5.362769 1.262889 -0.30 0.20 0.45 -0.47
H -7.144749 -0.019760 -0.676331 -0.05 -0.06 -0.03 0.22
C -4.046094 2.495288 -0.670190 0.22 0.42 -0.36 -1.12
H 3.110539 -1.712061 -6.459964 0.34 -0.14 -0.07 0.38
C 2.625702 -1.444830 -3.239157 -0.10 -0.23 -0.09 -1.11
C -8.770175 -5.020915 2.018055 -0.19 0.20 0.39 -0.51
C 4.884531 0.196144 9.955567 -0.06 -0.06 0.08 -0.74
C -0.796270 4.209649 -0.622975 1.18 0.07 1.02 1.47
H 2.168831 -2.416077 -3.082784 0.06 -0.02 -0.13 0.33
H 7.126097 4.389528 -7.336159 -0.03 -0.05 0.02 0.34
H 3.824540 2.338295 -1.228959 -0.24 0.24 -0.08 0.63
C -1.052135 -4.730166 2.476086 0.37 -0.27 0.39 0.70
H -9.336405 -4.027589 -0.462758 0.07 0.00 -0.06 0.32
O -8.538191 2.086594 -3.616849 0.03 -0.20 0.03 -0.38
H -5.707698 -2.951393 3.415405 -0.03 0.09 0.01 0.32
H 0.038450 0.084147 1.519473 -0.07 0.16 -0.26 0.20
H -10.538200 1.867032 -3.889680 -0.03 -0.04 0.00 0.36
H -1.551425 -0.288760 2.203634 0.14 -0.11 -0.05 0.27
C 3.052448 0.777816 -2.430833 -0.05 0.33 0.62 0.54
H -2.227936 7.160963 -1.276299 -0.17 0.08 0.13 0.30
C -2.525420 -4.709496 0.644304 -0.01 -0.05 -0.77 -0.26
C -2.048478 -4.908216 3.636712 0.42 0.08 0.11 -1.22
H -2.322263 2.667267 1.302683 0.07 0.02 -0.16 0.16
H -3.370329 -4.537856 1.322467 0.20 0.12 0.09 -0.07
H -7.743243 -4.298511 3.780520 -0.07 0.04 -0.04 0.36
H 5.805201 -1.646064 4.196814 0.02 0.02 -0.08 0.35
H 0.431763 7.255415 -1.752819 0.30 0.40 0.10 0.28
H -1.737453 -5.741759 4.272657 -0.11 -0.03 -0.14 0.36
H -0.119074 -5.210620 2.785831 -0.06 -0.02 -0.20 0.41
C -8.718227 -3.478013 0.255456 -0.13 0.25 -0.09 -0.58
C 1.935256 -2.090973 3.503291 -0.03 0.25 -0.26 -0.16
C 0.683607 2.356821 -3.135165 -1.20 -0.10 0.55 -2.32
O 0.460363 3.542371 1.305847 -0.42 0.43 0.66 -0.69
C 3.874634 0.082831 -4.609159 -0.03 1.22 1.01 -1.13
H -9.600782 -5.448841 2.589489 0.02 -0.02 0.01 0.39
O 4.712646 -1.175190 9.646657 0.09 0.16 -0.09 -0.40
C -2.963378 3.067389 -1.578624 0.08 -0.79 -0.43 0.81
O -1.784072 7.332565 -0.441049 0.23 -0.25 -0.20 -0.60
C 5.178097 -2.469707 3.837314 0.06 -0.04 0.07 -0.80
H -7.449495 1.228822 -5.155145 0.03 -0.07 0.01 0.32
H 1.374519 2.257498 -3.978181 0.24 -0.27 0.33 0.50
H 8.299800 -1.788222 7.911142 0.02 -0.03 0.09 0.31
C 3.288136 -1.139832 -4.405007 0.51 -1.58 -1.80 1.79
H 7.292830 -1.246511 9.284689 -0.01 -0.04 -0.01 0.33
C 3.376049 -2.190682 -5.512012 -0.79 0.54 0.32 -1.74
C -9.964823 0.814557 -2.121914 -0.07 -0.37 -0.11 -0.52
H 1.262555 3.015538 1.372121 -0.10 -0.18 -0.36 0.52
H 3.911013 0.694811 10.017071 0.04 0.08 -0.04 0.32
C -1.000574 -0.162161 1.252627 -0.27 -0.17 0.33 -0.49
H -8.465172 0.794286 0.186419 0.04 0.08 0.01 0.37
H 4.167396 2.035346 -3.654918 0.13 -0.14 -0.47 0.35
O -9.169797 -3.734517 1.576743 0.18 -0.15 -0.19 -0.37
O 2.399459 -2.422782 2.205173 0.12 -0.13 0.12 -0.06
C -7.547364 -4.931989 2.910165 0.21 -0.33 -0.25 -0.59
C -0.360401 2.932391 0.256936 1.81 1.12 1.54 1.34
O -6.421944 -4.454330 2.185710 -0.15 0.21 0.14 -0.26
O 0.540829 2.158463 -0.436666 -1.66 0.39 -0.47 -0.11
C -2.134724 -3.427868 -0.087922 -0.83 -0.13 0.09 -0.54
H -8.821238 -2.411117 0.059976 -0.09 -0.01 0.02 0.15
O -0.046681 1.147008 -2.874883 0.71 -0.22 -0.62 0.39
H 2.584026 -2.924026 -5.332579 0.34 -0.25 -0.06 0.36
C 7.641838 1.648228 -4.808564 -0.13 -0.08 0.06 -0.91
H 5.371323 0.260727 10.928315 -0.04 -0.05 0.01 0.25
H -3.070049 -5.106614 3.312101 0.05 0.21 -0.03 0.22
H 5.243908 -2.060965 6.454398 -0.05 -0.05 0.10 -0.13
O -1.607219 0.858951 0.504974 -0.56 0.24 0.12 -0.14
H 8.190193 2.233824 -7.576188 -0.02 0.02 0.00 0.25
H 3.359531 3.912031 -2.749746 -0.09 -0.12 -0.08 0.25
O 0.143667 4.315672 -1.605548 -0.61 -0.15 0.25 -0.64
O -2.143637 -2.287056 0.761527 0.40 0.22 -0.32 -0.18
C 2.520999 -0.483296 -2.283550 -0.84 -0.14 1.49 -0.19
O 4.019255 -2.592725 4.649088 0.00 0.04 -0.29 -0.45
H -2.049271 2.919462 -3.220840 0.04 -0.17 0.06 0.34
C 7.635715 -0.997245 8.277555 0.02 0.06 -0.09 -0.76
C 2.864359 1.815860 -1.355385 0.52 -0.40 -0.50 -2.06
H 3.927075 -0.500874 7.844245 0.06 0.02 -0.02 0.38
H 8.196841 -0.064078 8.322920 -0.01 0.00 -0.07 0.26
H 2.697294 1.294838 -0.409242 -0.19 0.12 -0.05 0.33
O 0.572516 7.147714 -0.803198 -0.23 -0.64 -0.07 -0.63
C 5.574685 -1.841250 7.471222 -0.02 0.25 -0.32 0.26
H 0.653009 0.269633 -4.600428 -0.20 -0.14 -0.17 0.30
H -7.670111 -3.754312 0.124815 -0.02 -0.04 0.01 0.25
H -7.689341 1.571827 -1.223947 -0.03 0.01 0.00 0.58
H -4.976928 2.492865 -1.245571 -0.03 0.15 0.21 0.27
H -7.078167 -2.477072 2.369986 -0.03 -0.04 0.02 0.49
C -0.303997 0.499988 -4.113158 0.01 0.51 0.86 -1.08
H -0.075214 3.080975 -3.467980 0.37 0.17 -0.15 0.90
H -4.135733 3.117671 0.222224 -0.29 -0.29 0.03 0.30
H -0.134934 -2.057652 1.020665 0.03 0.14 -0.14 0.06
C 3.739777 1.037432 -3.592948 0.59 0.49 -0.49 -0.17
H 2.635245 -1.274836 5.346899 -0.02 0.04 -0.02 0.39
H 1.625952 -4.311080 1.901804 0.06 -0.10 0.00 0.08
B -0.595744 6.560459 -0.321915 -0.12 0.34 0.15 0.87
H 7.449946 1.631348 -3.730740 0.09 -0.04 0.02 0.31
H -7.257194 0.436283 -3.565685 -0.03 0.00 0.00 0.25
H -0.873942 1.941593 2.052727 -0.19 0.45 0.12 0.71
C 7.046165 3.890255 -5.239487 -0.39 -0.04 -0.16 -0.51
C -6.166951 -3.075681 2.429003 0.17 -0.06 -0.04 -0.89
H 7.651188 4.014691 -4.336181 0.06 0.00 -0.04 0.41
O -0.629390 5.342394 0.296762 -0.63 0.45 -0.66 -0.59
N 2.385900 4.209387 -2.749982 -0.08 0.21 0.18 -0.94
H 8.679461 1.937180 -4.993979 -0.01 0.04 0.01 0.46
H 3.626906 -2.194773 8.262847 -0.01 0.01 -0.06 0.33
H 4.416494 0.339876 -5.512282 -0.06 -0.15 -0.04 0.58
C -8.016927 0.621494 -0.798324 0.04 -0.08 0.09 -1.00
H 5.742071 -3.398625 3.918694 -0.03 0.00 0.06 0.22
P 1.473186 3.128757 -1.579543 1.69 -0.29 -1.22 0.90
C 3.056420 -1.579201 4.382629 -0.10 -0.19 0.29 -0.76
C -0.965068 -1.495516 0.553600 0.45 -0.62 0.31 -0.24
H 1.439470 -2.949294 3.969347 0.05 -0.02 0.04 0.26
H -1.168276 -3.590563 -0.577789 0.01 0.11 0.15 0.30
H -9.596790 0.401094 -4.208253 0.02 -0.04 0.05 0.33
C 9.025813 2.929987 -7.677364 0.08 0.05 0.01 -0.67
H -0.715837 -1.424682 -0.511149 -0.24 0.38 0.05 0.47
C 7.747245 4.488985 -6.440862 0.26 0.14 0.21 -0.60
C 4.376439 -1.397831 8.281766 0.02 -0.31 0.22 -0.57
O -8.942769 -0.044029 -1.643116 0.08 0.14 0.03 -0.34
H 4.923953 -2.304251 2.788787 -0.03 0.03 0.01 0.37
C -7.385015 1.393864 -4.074269 0.03 0.11 -0.04 -0.60
H -3.828861 1.453705 -0.431684 0.17 0.15 0.17 0.13
H -5.468491 -2.719872 1.672223 0.05 -0.09 0.02 0.23
H 7.908176 5.556019 -6.258522 -0.04 0.01 -0.01 0.38
H -0.798508 -3.678267 2.301780 -0.32 -0.04 0.00 -0.46
O 6.555583 -0.811807 7.383120 0.03 -0.06 0.21 -0.38
H -10.899474 0.243639 -2.106834 -0.02 0.04 -0.01 0.40
H 3.140491 -4.268973 2.849270 -0.03 0.03 0.05 0.29
C -9.691742 1.264872 -3.542696 0.01 0.39 0.06 -0.55
H 3.531907 -0.703603 3.931555 -0.02 -0.02 -0.06 0.38
O 9.027400 3.905219 -6.651409 -0.12 -0.13 -0.07 -0.37
H -8.574841 -5.677934 1.165073 0.06 -0.01 0.02 0.32
H 5.508438 0.705121 9.217374 -0.02 -0.01 -0.02 0.33
O 6.727525 2.523020 -5.446345 0.28 0.00 -0.05 -0.22
H -6.515862 2.016285 -3.867638 -0.04 0.03 -0.01 0.20
H -0.865877 -0.407897 -3.881714 0.02 0.04 -0.22 0.16
H -2.012873 -4.014220 4.266134 -0.27 -0.06 -0.06 0.31
H 6.009434 -2.754996 7.889027 -0.01 0.03 0.09 0.31
H 1.191347 -1.295443 3.387105 -0.01 -0.01 0.04 0.17
H 8.981508 3.414395 -8.659516 -0.05 -0.07 -0.04 0.33
H 1.974805 -0.697348 -1.366364 0.03 0.01 -0.07 0.36
H -2.870166 4.880880 -0.472733 0.30 -0.10 0.21 0.63
H 4.357023 -2.664639 -5.571586 -0.10 -0.04 -0.07 0.32
H -7.304447 -5.936004 3.274288 0.01 0.01 0.02 0.36
H -2.198475 4.962735 -2.078470 0.34 -0.07 0.09 0.48
N -2.772631 2.446270 -2.674174 -0.04 0.55 0.20 -0.73
H 7.484173 0.645849 -5.205235 -0.10 0.03 0.00 0.24
H 2.178946 3.862317 -0.565759 -0.78 -0.19 0.53 0.25
H 3.170610 -3.956432 1.106694 -0.04 0.10 -0.03 0.23
C 2.592831 -3.815149 2.019321 -0.04 0.04 -0.13 -0.59
H 9.957625 2.369530 -7.606671 0.02 0.06 0.02 0.24
H 2.423881 5.099651 -2.254560 -0.14 0.04 -0.19 0.34
H -0.899594 1.185897 -4.736336 0.01 -0.33 -0.21 0.29
H -2.892741 -5.408317 -0.115905 0.10 0.01 0.08 0.42
```
Positions in Å, forces in eV/Å.



The following is a quantum chemistry calculation of an isolated molecule of C3H9NO3, from the Open Molecules 2025 dataset.

Properties
Energy above the lowest of the compared OMol25 structures with the same formula, charge and spin = 4.1105 eV
Total charge = 0
SMILES = CC[C@@H](O)N(O)O
Spin multiplicity = 1

```
16
Properties=species:S:1:pos:R:3:forces:R:3:mulliken_charge:R:1
O 0.087213 -1.010248 -1.081476 -0.17 -0.02 0.13 -0.57
H 2.621122 0.470217 1.373792 -0.10 -0.10 -0.05 0.38
C -0.233873 0.287372 -0.640452 -1.64 0.05 0.64 -0.01
H 1.259181 1.757768 -0.222421 -0.13 -0.13 -0.03 0.29
H 0.341501 1.349256 1.197287 -0.33 -0.31 -0.31 0.32
H 2.500224 -0.412454 -0.152377 -0.21 -0.04 0.16 0.28
H -0.723796 -1.293794 -1.543209 0.45 -0.08 -0.08 0.38
O -2.515976 -0.252936 -0.923576 0.24 0.52 0.77 -0.43
N -1.589232 0.216195 0.096655 0.49 -0.45 -0.30 -0.16
H -0.815655 -1.426368 0.754724 -0.31 -0.09 0.05 0.38
C 1.931669 -0.068051 0.716684 -0.55 0.72 -0.13 -1.07
O -1.512873 -0.832244 1.097765 0.48 1.05 -1.27 -0.32
H -3.298935 0.290043 -0.715693 0.40 -0.47 -0.20 0.35
C 0.779771 0.917183 0.291289 1.81 -0.64 0.45 -0.47
H -0.367443 0.933860 -1.514631 -0.51 -0.07 0.26 0.37
H 1.537102 -0.925798 1.265639 0.09 0.05 -0.11 0.28
```
Positions in Å, forces in eV/Å.



The following is a quantum chemistry calculation of an isolated molecule of H2NO4P, from the Open Molecules 2025 dataset.

Properties
Energy above the lowest of the compared OMol25 structures with the same formula, charge and spin = 2.4773 eV
Total charge = 0
Spin multiplicity = 1

```
8
Properties=species:S:1:pos:R:3:forces:R:3:mulliken_charge:R:1
P -0.369168 0.851179 -0.012067 -1.59 0.07 -1.33 0.44
O 0.948438 1.216119 0.722415 2.03 0.95 0.54 -0.39
H -0.241375 -0.369552 -1.745026 -2.27 -2.77 -1.84 0.33
O 0.292454 0.277679 -1.407372 1.93 2.80 1.88 -0.46
N -0.603504 -0.805016 0.703348 -4.11 -1.66 -1.44 0.69
H 1.694032 1.390600 0.122857 0.00 -0.25 0.37 0.34
O -1.818066 -1.196012 0.120475 5.29 0.94 2.67 -0.50
O 0.097189 -1.364997 1.495370 -1.28 -0.08 -0.85 -0.46
```
Positions in Å, forces in eV/Å.



HOMO energy, record by record: -4.816 -10.044 -10.248 eV
Total energy, record by record: -3635.25764 -400.07043 -698.18633 Eh